1.
C42H77BrI2N9PSSi | ωB97M-V/def2-TZVPD

Geometry (Å):
1 C 2.479 -3.557 -1.022
2 C 0.986 -3.234 -1.099
3 Br 0.033 -4.591 -0.049
4 C 0.650 -1.856 -0.496
5 Si -0.617 -0.927 -1.517
6 P -0.881 1.110 -0.525
7 S -2.165 2.317 -1.399
8 C -2.260 -1.830 -1.576
9 I -3.211 -1.208 -3.418
10 C -3.216 -1.548 -0.385
11 C -3.638 -2.869 0.309
12 I -5.065 -0.470 -0.884
13 H 2.911 -3.082 -0.136
14 H 2.667 -4.626 -0.929
15 H 3.003 -3.156 -1.894
16 H 0.630 -3.312 -2.128
17 H 0.290 -1.948 0.533
18 H 1.572 -1.263 -0.431
19 H -0.133 -0.739 -2.892
20 H -1.254 0.813 0.798
21 H 0.405 1.661 -0.408
22 H -2.118 -2.902 -1.713
23 H -2.740 -0.927 0.374
24 H -3.189 -2.873 1.305
25 H -4.712 -2.890 0.492
26 H -3.352 -3.744 -0.274
27 C -1.548 -6.493 2.619
28 C -0.649 -5.620 3.485
29 C -1.424 -4.840 4.553
30 C -2.412 -3.936 3.971
31 N -3.194 -3.231 3.512
32 H -2.267 -5.891 2.061
33 H -0.955 -7.053 1.895
34 H -2.103 -7.212 3.225
35 H -0.104 -4.916 2.854
36 H 0.096 -6.237 3.990
37 H -0.737 -4.241 5.153
38 H -1.948 -5.522 5.226
39 C -0.302 -5.186 8.152
40 C 0.692 -6.035 8.932
41 C 2.146 -5.668 8.604
42 C 2.432 -5.866 7.184
43 N 2.652 -6.013 6.067
44 H -0.185 -5.351 7.081
45 H -1.326 -5.444 8.415
46 H -0.169 -4.122 8.352
47 H 0.530 -7.092 8.712
48 H 0.533 -5.906 10.003
49 H 2.843 -6.278 9.179
50 H 2.339 -4.621 8.846
51 C -0.933 4.782 -4.456
52 C 0.458 4.988 -5.042
53 C 1.011 3.721 -5.710
54 C 1.119 2.624 -4.752
55 N 1.165 1.785 -3.971
56 H -0.932 4.027 -3.668
57 H -1.305 5.710 -4.021
58 H -1.640 4.466 -5.227
59 H 1.145 5.309 -4.257
60 H 0.434 5.784 -5.789
61 H 1.999 3.907 -6.134
62 H 0.354 3.402 -6.521
63 C 6.036 -0.382 -5.520
64 C 5.074 0.783 -5.326
65 C 4.144 0.992 -6.529
66 C 4.898 1.284 -7.746
67 N 5.491 1.514 -8.701
68 H 6.702 -0.211 -6.365
69 H 6.656 -0.524 -4.640
70 H 5.487 -1.310 -5.699
71 H 5.641 1.699 -5.146
72 H 4.454 0.612 -4.444
73 H 3.464 1.824 -6.341
74 H 3.541 0.097 -6.700
75 C -5.431 -0.357 7.463
76 C -4.151 -0.071 6.686
77 C -3.573 -1.330 6.025
78 C -3.233 -2.341 7.021
79 N -2.955 -3.134 7.804
80 H -5.250 -1.053 8.284
81 H -5.834 0.561 7.893
82 H -6.197 -0.788 6.815
83 H -3.406 0.365 7.355
84 H -4.350 0.666 5.908
85 H -2.671 -1.081 5.467
86 H -4.287 -1.763 5.324
87 C -8.880 0.283 -5.669
88 C -8.301 1.618 -5.219
89 C -6.774 1.680 -5.361
90 C -6.114 0.661 -4.552
91 N -5.590 -0.121 -3.894
92 H -8.503 -0.537 -5.056
93 H -9.966 0.288 -5.583
94 H -8.627 0.075 -6.710
95 H -8.571 1.805 -4.178
96 H -8.732 2.427 -5.811
97 H -6.396 2.653 -5.045
98 H -6.483 1.531 -6.403
99 C -0.746 4.441 3.410
100 C -1.855 4.050 2.443
101 C -2.971 3.249 3.122
102 C -2.483 1.998 3.699
103 N -2.096 1.022 4.162
104 H -0.247 3.562 3.823
105 H 0.010 5.037 2.896
106 H -1.138 5.035 4.236
107 H -1.447 3.469 1.618
108 H -2.296 4.946 2.005
109 H -3.759 3.002 2.407
110 H -3.416 3.839 3.927
111 C 1.568 10.077 4.662
112 C 2.000 8.665 4.286
113 C 1.058 8.005 3.272
114 C -0.302 7.884 3.792
115 N -1.366 7.807 4.213
116 H 0.589 10.075 5.143
117 H 2.278 10.523 5.358
118 H 1.513 10.719 3.781
119 H 2.052 8.046 5.183
120 H 3.003 8.689 3.856
121 H 1.411 7.004 3.016
122 H 1.018 8.591 2.351
123 C 8.914 -3.361 -8.625
124 C 9.739 -2.083 -8.693
125 C 10.479 -1.783 -7.382
126 C 9.553 -1.607 -6.266
127 N 8.826 -1.459 -5.391
128 H 8.132 -3.286 -7.868
129 H 8.430 -3.555 -9.581
130 H 9.540 -4.222 -8.384
131 H 9.092 -1.240 -8.940
132 H 10.478 -2.162 -9.492
133 H 11.070 -0.870 -7.475
134 H 11.161 -2.598 -7.132

Properties
E = -6337.6932 a.u.
Net charge = 0
Kohn-Sham gap = 7.8 eV
LUMO level = 0.349 eV
Maximum force = 1.903 eV/Å

2.
C42H77F21N5O36P3 | ωB97M-V/def2-TZVPD

Geometry (Å):
1 C 6.479 4.899 -4.246
2 N 7.657 4.332 -5.017
3 O 8.067 3.272 -4.592
4 O 8.061 4.929 -5.982
5 H 6.363 4.607 -3.202
6 H 5.581 4.597 -4.784
7 H 6.636 5.978 -4.244
8 C 10.312 -0.041 0.886
9 N 9.983 0.120 2.369
10 O 8.938 -0.178 2.840
11 O 10.963 0.242 3.076
12 H 10.279 0.925 0.382
13 H 9.586 -0.717 0.433
14 H 11.328 -0.428 0.821
15 C 0.605 5.704 -0.718
16 N -0.696 5.467 -0.033
17 O -0.770 5.467 1.205
18 O -1.636 5.318 -0.820
19 H 0.819 4.981 -1.505
20 H 1.300 5.609 0.117
21 H 0.582 6.711 -1.134
22 C -0.639 -6.379 -3.731
23 N -1.924 -7.144 -3.715
24 O -2.607 -7.100 -4.727
25 O -2.174 -7.865 -2.730
26 H -0.286 -6.236 -2.709
27 H -0.812 -5.440 -4.258
28 H 0.061 -7.023 -4.263
29 C 4.760 -1.791 -7.364
30 N 3.867 -0.571 -7.616
31 O 2.918 -0.790 -8.326
32 O 4.164 0.549 -7.176
33 H 5.535 -1.298 -6.777
34 H 5.009 -2.256 -8.318
35 H 4.146 -2.492 -6.798
36 C -0.833 0.037 0.629
37 O 0.464 0.364 0.181
38 P 0.931 -0.167 -1.299
39 O 1.181 -1.667 -1.357
40 O -0.183 0.430 -2.267
41 C -0.023 0.357 -3.695
42 O 2.242 0.734 -1.668
43 C 3.370 0.516 -0.827
44 H -1.406 -0.606 -0.038
45 H -1.250 1.040 0.727
46 H -0.827 -0.513 1.570
47 H 0.911 -0.120 -3.992
48 H 0.144 1.391 -3.996
49 H -0.900 0.051 -4.265
50 H 3.717 1.510 -0.548
51 H 4.246 0.085 -1.311
52 H 3.162 0.014 0.118
53 C 3.054 3.597 4.687
54 O 3.961 3.679 3.667
55 P 5.273 4.680 3.671
56 O 6.036 4.664 2.395
57 O 4.748 6.124 4.110
58 C 4.400 7.042 3.095
59 O 6.114 4.104 4.903
60 C 7.318 4.708 5.377
61 H 3.185 2.763 5.377
62 H 2.015 3.638 4.361
63 H 3.300 4.357 5.428
64 H 4.828 8.026 3.286
65 H 3.321 7.188 3.124
66 H 4.671 6.743 2.082
67 H 8.189 4.060 5.274
68 H 7.099 4.941 6.419
69 H 7.630 5.524 4.726
70 C -2.012 3.851 11.540
71 O -2.427 3.611 10.263
72 P -1.418 3.751 8.988
73 O 0.003 3.439 9.215
74 O -2.171 2.849 7.894
75 C -2.113 1.416 8.085
76 O -1.693 5.291 8.388
77 C -1.300 6.429 9.152
78 H -0.942 4.044 11.621
79 H -2.373 3.139 12.283
80 H -2.569 4.700 11.937
81 H -1.392 1.019 8.800
82 H -1.893 0.894 7.154
83 H -3.103 1.062 8.372
84 H -1.498 7.370 8.638
85 H -0.220 6.469 9.291
86 H -1.611 6.362 10.194
87 C 7.079 -0.753 8.316
88 C 6.745 -2.208 7.969
89 O 5.821 -2.239 6.894
90 C 4.447 -2.378 7.052
91 O 3.792 -2.401 8.095
92 C 3.796 -2.443 5.692
93 F 2.556 -2.002 5.934
94 F 4.480 -1.721 4.783
95 F 3.689 -3.746 5.316
96 H 7.514 -0.293 7.428
97 H 7.733 -0.773 9.187
98 H 6.168 -0.263 8.660
99 H 6.397 -2.800 8.814
100 H 7.666 -2.625 7.563
101 C -10.598 3.296 3.076
102 C -10.106 2.131 2.252
103 O -8.860 1.658 2.652
104 C -8.780 0.707 3.632
105 O -9.722 0.043 4.025
106 C -7.361 0.509 4.229
107 F -7.510 0.272 5.547
108 F -6.790 -0.571 3.744
109 F -6.579 1.538 3.898
110 H -11.608 3.519 2.732
111 H -10.022 4.221 3.123
112 H -10.585 2.959 4.112
113 H -9.969 2.537 1.250
114 H -10.864 1.359 2.387
115 C -6.051 1.468 -3.383
116 C -5.770 1.117 -1.976
117 O -6.573 0.105 -1.575
118 C -6.315 -1.221 -1.710
119 O -5.270 -1.643 -2.182
120 C -7.434 -2.182 -1.195
121 F -8.534 -1.550 -0.912
122 F -7.736 -3.108 -2.089
123 F -7.006 -2.796 -0.040
124 H -5.910 0.689 -4.133
125 H -5.346 2.250 -3.664
126 H -7.068 1.843 -3.498
127 H -5.814 2.034 -1.389
128 H -4.724 0.878 -1.783
129 C -2.053 -5.812 3.391
130 C -2.626 -5.139 4.674
131 O -3.806 -5.826 5.032
132 C -4.563 -5.371 6.058
133 O -4.310 -4.312 6.621
134 C -5.728 -6.280 6.361
135 F -5.311 -7.594 6.365
136 F -6.176 -5.974 7.574
137 F -6.690 -6.095 5.523
138 H -2.795 -5.950 2.605
139 H -1.690 -6.787 3.717
140 H -1.310 -5.125 2.987
141 H -2.721 -4.074 4.463
142 H -1.932 -5.241 5.508
143 C 7.330 -9.947 -0.887
144 C 8.232 -8.800 -1.366
145 O 7.602 -7.544 -1.169
146 C 6.441 -7.220 -1.883
147 O 5.965 -7.885 -2.817
148 C 5.838 -5.918 -1.434
149 F 5.769 -5.103 -2.547
150 F 4.601 -6.177 -1.039
151 F 6.596 -5.263 -0.476
152 H 7.789 -10.920 -1.065
153 H 6.408 -9.933 -1.470
154 H 7.111 -9.774 0.167
155 H 8.679 -8.890 -2.356
156 H 9.068 -8.739 -0.670
157 C -3.720 -3.407 -8.870
158 C -3.420 -2.532 -10.087
159 O -4.210 -2.948 -11.152
160 C -3.907 -2.433 -12.373
161 O -3.025 -1.639 -12.654
162 C -4.810 -3.005 -13.498
163 F -4.022 -3.219 -14.491
164 F -5.321 -4.171 -13.166
165 F -5.758 -2.222 -13.825
166 H -3.557 -4.436 -9.189
167 H -4.755 -3.346 -8.534
168 H -3.073 -3.139 -8.035
169 H -2.351 -2.677 -10.243
170 H -3.672 -1.515 -9.784
171 C -6.135 5.594 -7.793
172 C -5.792 5.203 -9.237
173 O -4.407 5.078 -9.437
174 C -3.708 4.013 -8.968
175 O -4.128 3.258 -8.115
176 C -2.313 3.935 -9.511
177 F -2.065 4.838 -10.487
178 F -1.417 4.186 -8.478
179 F -2.082 2.717 -10.026
180 H -5.368 6.322 -7.532
181 H -6.083 4.715 -7.151
182 H -7.127 6.041 -7.719
183 H -6.161 5.923 -9.967
184 H -6.117 4.190 -9.474

Properties
E = -7749.9076 a.u.
Net charge = 0
Kohn-Sham gap = 10.3 eV
LUMO level = -0.155 eV
Maximum force = 5.097 eV/Å

3.
C42H77N14O4S | ωB97M-V/def2-TZVPD

Geometry (Å):
1 S 27.237 -19.843 -19.317
2 O 28.576 -19.566 -18.786
3 O 27.341 -19.686 -20.766
4 O 26.773 -21.171 -18.968
5 O 26.232 -18.912 -18.835
6 C 32.123 -20.695 -26.447
7 C 33.157 -19.741 -25.847
8 N 34.038 -20.532 -25.008
9 C 33.940 -20.868 -23.701
10 C 34.983 -21.845 -23.405
11 N 35.693 -22.067 -24.614
12 C 35.071 -21.285 -25.564
13 C 36.929 -22.919 -24.674
14 H 31.498 -20.254 -27.223
15 H 31.411 -21.101 -25.729
16 H 32.520 -21.560 -26.978
17 H 32.840 -18.907 -25.220
18 H 33.761 -19.277 -26.627
19 H 33.225 -20.359 -23.072
20 H 35.236 -22.278 -22.448
21 H 35.319 -21.214 -26.613
22 H 37.415 -23.051 -23.708
23 H 37.620 -22.510 -25.411
24 H 36.566 -23.927 -24.875
25 C 27.550 -12.412 -9.822
26 C 27.883 -11.524 -10.861
27 N 28.271 -12.232 -12.070
28 C 27.340 -12.710 -12.970
29 C 27.935 -13.431 -13.962
30 N 29.237 -13.362 -13.666
31 C 29.496 -12.676 -12.505
32 C 30.312 -13.804 -14.526
33 H 28.158 -13.316 -9.790
34 H 26.523 -12.745 -9.979
35 H 27.691 -12.032 -8.810
36 H 28.753 -10.972 -10.505
37 H 27.184 -10.732 -11.132
38 H 26.292 -12.532 -12.782
39 H 27.450 -13.953 -14.773
40 H 30.479 -12.576 -12.069
41 H 31.094 -13.044 -14.537
42 H 29.966 -13.962 -15.547
43 H 30.761 -14.733 -14.174
44 C 31.143 -29.651 -25.648
45 C 32.111 -28.900 -24.704
46 N 31.306 -27.976 -23.797
47 C 30.659 -26.819 -24.100
48 C 30.164 -26.334 -22.894
49 N 30.567 -27.163 -21.841
50 C 31.265 -28.195 -22.435
51 C 30.631 -26.813 -20.466
52 H 31.745 -30.205 -26.368
53 H 30.679 -28.843 -26.212
54 H 30.296 -30.202 -25.238
55 H 33.020 -28.548 -25.193
56 H 32.693 -29.577 -24.078
57 H 30.776 -26.418 -25.096
58 H 29.704 -25.388 -22.649
59 H 31.858 -28.917 -21.895
60 H 30.943 -25.769 -20.445
61 H 31.399 -27.354 -19.912
62 H 29.621 -26.737 -20.065
63 C 21.850 -18.420 -10.338
64 C 22.709 -18.688 -11.508
65 N 24.019 -19.269 -11.236
66 C 24.617 -19.367 -9.944
67 C 25.882 -19.921 -10.085
68 N 26.174 -19.910 -11.455
69 C 24.977 -19.711 -12.102
70 C 27.297 -20.599 -12.115
71 H 22.462 -17.789 -9.694
72 H 21.762 -19.322 -9.732
73 H 20.920 -18.004 -10.726
74 H 22.873 -17.752 -12.043
75 H 22.340 -19.434 -12.212
76 H 23.988 -19.130 -9.098
77 H 26.620 -20.233 -9.360
78 H 24.835 -19.805 -13.169
79 H 27.827 -21.176 -11.357
80 H 28.017 -19.861 -12.470
81 H 26.954 -21.076 -13.033
82 C 26.872 -12.673 -23.156
83 C 25.992 -13.964 -23.170
84 N 25.078 -14.056 -24.315
85 C 24.585 -13.051 -25.147
86 C 23.823 -13.546 -26.183
87 N 23.820 -14.951 -25.984
88 C 24.700 -15.219 -24.930
89 C 23.090 -15.949 -26.799
90 H 26.282 -11.757 -23.129
91 H 27.313 -12.533 -24.142
92 H 27.628 -12.728 -22.373
93 H 25.385 -14.045 -22.268
94 H 26.589 -14.875 -23.219
95 H 24.752 -12.004 -24.943
96 H 23.226 -13.104 -26.967
97 H 24.880 -16.230 -24.596
98 H 22.244 -15.477 -27.300
99 H 22.740 -16.861 -26.316
100 H 23.684 -16.362 -27.614
101 C 22.130 -24.893 -9.553
102 C 22.104 -26.094 -10.510
103 N 22.172 -25.580 -11.945
104 C 23.098 -25.856 -12.830
105 C 22.729 -25.229 -14.072
106 N 21.558 -24.492 -13.792
107 C 21.197 -24.793 -12.501
108 C 20.808 -23.683 -14.609
109 H 23.151 -24.512 -9.582
110 H 21.795 -25.056 -8.529
111 H 21.501 -24.060 -9.868
112 H 21.248 -26.769 -10.505
113 H 22.954 -26.722 -10.243
114 H 24.005 -26.405 -12.623
115 H 23.215 -25.154 -15.034
116 H 20.261 -24.498 -12.051
117 H 19.956 -23.196 -14.135
118 H 20.325 -24.189 -15.445
119 H 21.524 -23.011 -15.082
120 C 17.838 -16.784 -20.135
121 C 19.049 -17.071 -21.145
122 N 18.975 -18.376 -21.623
123 C 17.918 -19.019 -22.261
124 C 18.265 -20.349 -22.554
125 N 19.544 -20.503 -22.130
126 C 20.041 -19.265 -21.697
127 C 20.265 -21.655 -22.312
128 H 17.550 -15.733 -20.118
129 H 18.136 -17.093 -19.133
130 H 16.940 -17.298 -20.479
131 H 19.912 -16.898 -20.502
132 H 18.883 -16.396 -21.985
133 H 16.993 -18.566 -22.587
134 H 17.757 -21.185 -23.011
135 H 21.020 -19.073 -21.283
136 H 19.784 -22.505 -22.796
137 H 20.410 -21.993 -21.286
138 H 21.247 -21.411 -22.718

Properties
E = -3110.4064 a.u.
Net charge = +5
Kohn-Sham gap = 2.0 eV
LUMO level = -7.847 eV
Maximum force = 6.274 eV/Å
Relative energy (zero: lowest compared OMol25 entry of this formula, charge and spin) = 6.9771 eV